No. 1
Here is a structure of composition C24H33N2O10SW from the OMol25 dataset. Energies are from ωB97M-V with the def2-TZVPD basis set.

Last column: Mulliken charge in e.
Atoms and positions in Å:
W  0.713  -0.712  -0.944  1.984
C  0.373  -4.255  -0.876  -0.441
C  -0.939  -3.860  -0.274  -0.898
O  -1.182  -2.469  -0.556  -0.142
C  -2.355  -2.040  0.163  -1.119
C  -2.038  -1.655  1.586  -0.500
O  -1.054  -0.629  1.573  0.014
C  -0.786  -0.109  2.874  -0.689
C  0.498  -0.677  3.479  -0.756
O  1.652  -0.854  0.426  -0.594
C  2.277  0.347  -1.922  -0.893
C  1.645  0.645  -3.261  -0.647
O  0.438  -0.186  -3.274  -0.467
C  0.366  -1.184  -4.292  -0.676
C  1.509  -2.151  -4.104  -0.746
O  1.623  -2.365  -2.694  0.065
C  2.650  -3.320  -2.389  -0.829
C  2.634  -3.493  -0.879  -0.699
O  1.309  -3.289  -0.412  -0.306
H  0.317  -4.254  -1.966  0.229
H  0.652  -5.256  -0.536  0.502
H  -0.911  -4.012  0.807  0.432
H  -1.749  -4.458  -0.696  0.388
H  -3.087  -2.852  0.169  0.568
H  -2.777  -1.207  -0.386  0.220
H  -1.679  -2.516  2.160  0.391
H  -2.961  -1.305  2.060  0.512
H  -1.607  -0.380  3.543  0.339
H  -0.756  0.980  2.814  0.396
H  0.697  -1.666  3.068  0.440
H  0.405  -0.764  4.559  0.666
H  3.151  -0.303  -1.989  0.395
H  2.545  1.242  -1.363  0.530
H  2.270  0.419  -4.123  0.361
H  1.303  1.675  -3.350  0.409
H  0.395  -0.723  -5.280  0.396
H  -0.598  -1.673  -4.157  0.369
H  2.456  -1.761  -4.486  0.379
H  1.302  -3.098  -4.610  0.446
H  3.619  -2.956  -2.739  0.420
H  2.424  -4.251  -2.914  0.406
H  3.240  -2.739  -0.380  0.242
H  3.004  -4.481  -0.599  0.552
O  -1.447  0.070  -1.516  -0.875
C  -1.091  1.188  -1.100  1.559
O  0.053  1.294  -0.536  -0.818
C  -1.939  2.400  -1.286  0.030
C  -1.497  3.650  -0.744  -0.530
C  -2.204  4.816  -0.899  -1.078
C  -3.385  4.702  -1.625  1.031
O  -4.252  5.638  -1.935  -0.354
C  -5.303  5.035  -2.699  -0.211
O  -4.962  3.645  -2.803  -0.368
C  -3.828  3.458  -2.166  0.607
C  -3.106  2.279  -2.004  -0.597
H  -0.560  3.652  -0.204  0.586
H  -1.878  5.765  -0.499  0.496
H  -5.329  5.475  -3.695  0.309
H  -6.246  5.135  -2.163  0.307
H  -3.435  1.338  -2.421  0.649
S  2.009  0.285  3.170  -0.118
C  2.224  1.049  4.724  0.229
N  3.427  1.631  4.949  -0.018
C  3.701  2.273  6.107  0.031
C  2.745  2.320  7.078  -0.735
C  1.533  1.681  6.800  0.016
N  1.281  1.074  5.645  -0.408
H  4.152  1.555  4.244  0.268
H  4.687  2.708  6.194  0.456
H  2.925  2.816  8.020  0.418
H  0.737  1.662  7.534  0.469

As for the charge: +3. The spin multiplicity is 3. As for the expectation value of S²: 2.02. The lowest unoccupied orbital energy (alpha / beta) comes out at -7.8 / -10.9 eV. The calculation puts the HOMO-LUMO gap (alpha / beta) at 0.2900 / 0.2092 Eh.

***

No. 2
Here is a cluster of 7 separate species, C11H27N5O16 in total from the OMol25 dataset. Energies are from ωB97M-V with the def2-TZVPD basis set.

Last column: natural (NBO) charge in e.
Atoms and positions in Å:
C  -2.978  -1.075  1.514  -0.255
O  -3.922  0.005  1.631  -0.509
C  -4.615  0.162  2.756  0.983
O  -4.541  -0.459  3.771  -0.630
O  -5.455  1.180  2.510  -0.504
C  -6.263  1.569  3.620  -0.267
H  -2.244  -0.965  2.302  0.197
H  -2.479  -0.961  0.556  0.203
H  -3.486  -2.051  1.519  0.192
H  -7.268  1.138  3.599  0.187
H  -6.376  2.654  3.583  0.191
H  -5.707  1.262  4.505  0.211
C  2.881  -4.144  -6.086  -0.260
O  2.720  -3.107  -5.128  -0.493
C  3.753  -3.108  -4.250  0.984
O  4.679  -3.849  -4.248  -0.612
O  3.562  -2.007  -3.415  -0.509
C  4.558  -1.839  -2.442  -0.255
H  2.985  -5.117  -5.589  0.191
H  3.751  -3.966  -6.714  0.194
H  1.944  -4.185  -6.599  0.194
H  4.493  -0.841  -2.051  0.192
H  5.529  -1.932  -2.892  0.193
H  4.457  -2.600  -1.660  0.185
C  0.788  -1.767  2.900  -0.492
N  0.992  -0.293  3.206  0.531
O  -0.006  0.318  3.526  -0.370
O  2.148  0.156  3.149  -0.382
H  0.664  -1.945  1.825  0.251
H  -0.067  -2.101  3.475  0.231
H  1.664  -2.262  3.277  0.229
C  2.014  4.886  0.569  -0.481
N  2.268  4.040  -0.636  0.539
O  3.230  3.302  -0.545  -0.394
O  1.514  4.082  -1.621  -0.386
H  1.083  5.382  0.451  0.248
H  2.853  5.574  0.696  0.229
H  1.944  4.209  1.404  0.248
C  -1.480  -2.452  -2.200  -0.488
N  -0.434  -2.720  -1.141  0.540
O  -0.820  -2.987  -0.008  -0.402
O  0.741  -2.672  -1.475  -0.371
H  -1.812  -1.467  -1.864  0.248
H  -2.297  -3.180  -2.068  0.237
H  -1.080  -2.410  -3.207  0.241
C  1.795  0.577  -0.877  -0.483
N  0.469  1.077  -0.275  0.544
O  0.555  2.050  0.483  -0.386
O  -0.551  0.425  -0.456  -0.408
H  2.218  1.437  -1.349  0.255
H  1.567  -0.133  -1.651  0.231
H  2.384  0.161  -0.079  0.239
C  -2.202  2.758  2.024  -0.485
N  -1.262  3.938  1.878  0.539
O  -1.106  4.472  0.771  -0.400
O  -0.711  4.299  2.892  -0.377
H  -2.935  3.004  2.798  0.232
H  -1.522  1.927  2.288  0.253
H  -2.588  2.547  1.048  0.236

As for the charge: 0. The lowest unoccupied orbital energy comes out at -0.2 eV. The calculation puts the HOMO-LUMO gap at 0.3877 Eh. As for the SMILES: C[N+](=O)[O-].C[N+](=O)[O-].C[N+](=O)[O-].C[N+](=O)[O-].C[N+](=O)[O-].COC(=O)OC.COC(=O)OC.

***

No. 3
Here is a structure of composition C16H18AlN3O7SSi from the OMol25 dataset. Energies are from ωB97M-V with the def2-TZVPD basis set.

Last column: natural (NBO) charge in e.
Atoms and positions in Å:
Al  2.772  -0.599  -0.046  1.817
N  5.785  -1.931  -2.131  -0.779
C  4.970  -1.478  -1.174  0.743
O  4.071  -0.666  -1.467  -0.697
C  5.170  -1.935  0.251  -0.519
C  4.235  -1.153  1.181  -0.997
H  5.528  -1.759  -3.089  0.410
H  6.407  -2.692  -1.927  0.399
H  6.239  -1.859  0.484  0.205
H  4.898  -2.993  0.252  0.267
H  4.748  -0.273  1.580  0.213
H  3.933  -1.778  2.020  0.233
O  2.024  3.321  -0.023  -0.620
C  1.710  2.191  0.289  0.805
O  2.440  1.144  0.092  -0.867
C  0.368  1.970  0.968  -0.155
C  -0.002  0.757  1.530  -0.048
C  -1.239  0.652  2.141  0.003
C  -2.139  1.693  2.202  -0.165
C  -1.734  2.890  1.639  -0.007
C  -0.504  3.050  1.031  -0.120
N  -2.662  4.034  1.693  0.536
O  -3.736  3.863  2.236  -0.386
O  -2.298  5.082  1.200  -0.375
N  -1.613  -0.629  2.770  0.536
O  -0.739  -1.450  2.929  -0.346
O  -2.774  -0.767  3.110  -0.394
H  0.634  -0.117  1.492  0.256
H  -3.105  1.581  2.667  0.277
H  -0.210  3.996  0.602  0.274
S  2.063  -3.296  -0.776  -0.346
C  1.329  -1.751  -0.532  -0.905
C  -4.128  -1.227  -0.192  -1.107
Si  -2.842  -0.683  -1.447  1.613
C  -3.279  -1.482  -3.092  -1.099
C  -2.953  1.183  -1.637  -1.099
C  -1.174  -1.144  -0.950  -0.669
C  -0.002  -1.477  -0.774  0.052
H  -5.134  -0.982  -0.543  0.219
H  -3.980  -0.746  0.777  0.237
H  -4.075  -2.306  -0.033  0.237
H  -4.288  -1.206  -3.411  0.217
H  -3.230  -2.569  -3.011  0.235
H  -2.575  -1.175  -3.868  0.234
H  -3.960  1.502  -1.917  0.222
H  -2.254  1.536  -2.399  0.236
H  -2.692  1.675  -0.698  0.223

As for the charge: -1. The spin multiplicity is 2. As for the expectation value of S²: 0.76. The lowest unoccupied orbital energy (alpha / beta) comes out at 1.6 / 1.6 eV. The calculation puts the HOMO-LUMO gap (alpha / beta) at 0.1590 / 0.2069 Eh.

***

No. 4
Here is the ion C6H9N2O2 with charge +1 from the OMol25 dataset. Energies are from ωB97M-V with the def2-TZVPD basis set.

Last column: natural (NBO) charge in e.
Atoms and positions in Å:
C  0.169  2.452  -0.056  -0.327
C  -0.195  1.196  -0.058  -0.221
C  2.055  -1.871  0.098  0.429
C  0.085  -1.065  1.316  -0.364
C  0.625  0.211  0.771  -0.233
C  0.697  -1.074  -0.007  0.087
N  3.040  -1.153  0.117  0.316
N  -0.117  -1.382  -1.058  -0.752
O  2.030  -3.124  -0.432  -0.626
O  3.627  -0.157  0.269  -0.065
H  -0.407  3.310  -0.415  0.232
H  0.999  2.636  0.516  0.182
H  -1.120  0.910  -0.573  0.222
H  0.599  -1.526  2.099  0.234
H  -1.081  -1.176  1.326  0.265
H  1.491  0.639  1.225  0.248
H  2.008  -3.816  0.269  0.526
H  -0.387  -0.816  -1.852  0.421
H  -0.471  -2.358  -1.310  0.425

As for the charge: +1. The lowest unoccupied orbital energy (alpha / beta) comes out at -7.2 / -7.2 eV. The calculation puts the HOMO-LUMO gap (alpha / beta) at 0.2307 / 0.2301 Eh. As for the SMILES: C=C[C@H]1C[C@]1(N)C(O)=[N+]=O.

***

no.,strongest force on any atom (eV/Å)
1,0.5
2,3.0
3,0.1
4,4.3